(1)
{"formula": "C23H25CaN4O2S", "method": "wB97M-V/def2-TZVPD", "e_tot_ev": -63591.996, "orbital_gap_ev": 6.97, "mol_weight_g_mol": 461.624, "e_lumo_ev": 2.682, "total_charge": -1, "multiplicity": 1, "e_homo_ev": -4.288, "species": ["Ca", "C", "C", "N", "N", "C", "O", "C", "C", "C", "C", "C", "C", "C", "C", "C", "C", "C", "N", "H", "H", "H", "H", "H", "H", "H", "H", "H", "H", "H", "H", "S", "C", "C", "C", "C", "C", "N", "H", "H", "H", "H", "C", "C", "C", "C", "O", "H", "H", "H", "H", "H", "H", "H", "H", "H"], "positions_angstrom": [[-0.8241, -0.3394, 0.1036], [2.2671, 2.8725, -1.5482], [1.0227, 2.1225, -1.1746], [0.9254, 0.8483, -1.1584], [2.0028, 0.0804, -1.4710], [1.5917, -1.1729, -1.6972], [0.4104, -1.5874, -1.7220], [2.6965, -2.1690, -1.9318], [2.3681, -3.5174, -2.0288], [3.3589, -4.4693, -2.2145], [4.6884, -4.0806, -2.3113], [5.0213, -2.7358, -2.2169], [4.0307, -1.7842, -2.0251], [-0.2084, 2.8645, -0.8182], [-0.1685, 4.2386, -0.5762], [-1.3342, 4.9071, -0.2453], [-2.5176, 4.1933, -0.1702], [-2.4691, 2.8307, -0.4253], [-1.3606, 2.1791, -0.7444], [2.9999, 2.1657, -1.9272], [2.6940, 3.3814, -0.6795], [2.0585, 3.6294, -2.3077], [1.3240, -3.7900, -1.9447], [3.0937, -5.5175, -2.2806], [5.4640, -4.8231, -2.4568], [6.0579, -2.4287, -2.2893], [4.2759, -0.7348, -1.9401], [0.7711, 4.7689, -0.6288], [-1.3143, 5.9706, -0.0418], [-3.4557, 4.6639, 0.0889], [-3.3696, 2.2292, -0.3600], [-3.0793, -2.1188, 0.2334], [-1.7936, -3.1840, 0.7280], [-2.0246, -4.5711, 0.8635], [-0.9984, -5.4019, 1.2438], [0.2668, -4.8660, 1.4905], [0.4187, -3.5040, 1.3388], [-0.5689, -2.6846, 0.9786], [-3.0139, -4.9534, 0.6565], [-1.1755, -6.4669, 1.3450], [1.1056, -5.4821, 1.7837], [1.3813, -3.0319, 1.5080], [0.5397, 2.4641, 3.0176], [-0.5566, 1.3883, 3.1103], [-1.8922, 2.0696, 3.4538], [-0.1967, 0.3997, 4.2301], [-0.6642, 0.7273, 1.9157], [0.6815, 3.0053, 3.9591], [0.2756, 3.1834, 2.2378], [1.4834, 1.9903, 2.7378], [-1.8589, 2.6056, 4.4082], [-2.6785, 1.3135, 3.4998], [-2.1471, 2.7800, 2.6630], [-0.1083, 0.8860, 5.2074], [0.7531, -0.0847, 3.9922], [-0.9647, -0.3740, 4.2874]], "forces_ev_per_a": [[-0.182, -0.270, -0.057], [0.000, -0.034, 0.032], [0.015, 0.070, -0.069], [0.082, 0.082, -0.008], [0.020, 0.078, -0.048], [0.001, -0.190, -0.032], [-0.031, 0.122, 0.293], [0.023, 0.045, -0.027], [-0.052, 0.066, 0.014], [0.020, -0.026, -0.006], [-0.005, -0.022, 0.001], [0.003, 0.014, -0.001], [0.042, -0.004, -0.003], [-0.023, 0.107, -0.005], [-0.023, -0.023, -0.008], [0.002, -0.033, -0.005], [-0.015, 0.001, -0.005], [-0.038, -0.026, 0.034], [0.094, -0.092, 0.061], [0.000, 0.004, -0.007], [0.001, -0.005, 0.011], [-0.001, 0.002, -0.004], [0.005, -0.019, -0.001], [0.000, -0.003, -0.001], [-0.003, -0.006, -0.001], [-0.001, 0.002, 0.000], [-0.017, 0.007, 0.002], [0.010, 0.004, -0.002], [-0.004, 0.002, 0.000], [0.006, 0.016, 0.004], [0.001, 0.000, 0.008], [0.184, 0.070, -0.028], [-0.275, -0.047, -0.034], [0.114, -0.054, 0.042], [-0.065, 0.027, -0.024], [0.060, 0.020, 0.016], [0.004, -0.024, 0.003], [-0.046, 0.116, -0.079], [-0.011, 0.011, -0.003], [0.021, -0.006, 0.007], [-0.006, -0.010, 0.000], [0.008, -0.009, 0.001], [0.002, -0.007, 0.001], [0.014, 0.055, 0.054], [0.005, -0.007, -0.001], [0.007, 0.000, 0.008], [0.063, 0.007, -0.117], [-0.012, -0.005, 0.008], [-0.001, -0.001, -0.009], [0.008, 0.001, -0.001], [0.015, -0.003, 0.004], [-0.006, -0.002, -0.003], [-0.004, 0.001, -0.003], [-0.004, 0.010, -0.003], [0.003, -0.005, -0.004], [-0.003, -0.005, -0.006]]}

(2)
{"formula": "C23H25ClF6NO4", "method": "wB97M-V/def2-TZVPD", "e_tot_ev": -62755.251, "orbital_gap_ev": 6.85, "mol_weight_g_mol": 528.897, "e_lumo_ev": -4.691, "total_charge": 1, "multiplicity": 1, "e_homo_ev": -11.538, "species": ["C", "C", "C", "Cl", "C", "N", "C", "C", "O", "C", "F", "F", "C", "F", "F", "C", "F", "F", "C", "O", "O", "C", "C", "C", "C", "C", "C", "O", "C", "H", "H", "H", "H", "H", "H", "H", "H", "H", "H", "H", "H", "H", "H", "H", "H", "H", "H", "H", "C", "C", "C", "C", "C", "C", "H", "H", "H", "H", "H", "H"], "positions_angstrom": [[-0.5618, -3.9145, 1.8196], [0.8738, -3.3186, 1.6291], [1.1070, -1.9442, 2.4165], [0.4629, -1.9758, 4.1089], [0.4004, -0.8398, 1.5529], [-0.9468, -0.7198, 1.6758], [-1.7125, 0.1932, 0.9768], [-3.2600, 0.1029, 1.2602], [-3.8713, 1.0129, 1.7024], [-3.8951, -1.3278, 0.9444], [-3.8234, -2.0792, 2.0909], [-3.0433, -1.9455, 0.0298], [-5.3318, -1.2548, 0.3069], [-5.6254, -0.0418, -0.2479], [-6.2509, -1.4828, 1.3117], [-5.6195, -2.3618, -0.7903], [-7.0046, -2.4208, -0.8935], [-5.2294, -3.6208, -0.4051], [-5.1095, -1.9639, -2.2365], [-4.2239, -1.2023, -2.4508], [-5.7923, -2.5241, -3.2943], [-1.1152, 1.1136, 0.0680], [0.3500, 1.0376, -0.1155], [1.0989, 0.0381, 0.6198], [2.6450, -0.1673, 0.4756], [3.1629, 0.1676, -1.0015], [4.3596, -0.8218, -1.3616], [3.9887, -1.8437, -2.2740], [3.3566, -2.9485, -1.6033], [-0.8902, -4.0059, 2.8813], [-0.6005, -4.9433, 1.3763], [-1.3377, -3.3251, 1.2562], [0.9543, -3.0320, 0.5406], [1.7077, -4.0231, 1.8493], [2.1926, -1.7100, 2.4906], [-1.4081, -1.3711, 2.3253], [-6.1305, -3.3902, -2.9911], [-1.7606, 1.8389, -0.4634], [0.8492, 1.7311, -0.8316], [2.8004, -1.2770, 0.5831], [3.2364, 0.3465, 1.2688], [2.3293, 0.1136, -1.7463], [3.5767, 1.2043, -0.9554], [5.1985, -0.2518, -1.8272], [4.7426, -1.2204, -0.3808], [3.4155, -3.8914, -2.1935], [2.2775, -2.6466, -1.4604], [3.8486, -3.1631, -0.6105], [1.5726, 4.7675, 0.0633], [1.4273, 6.0573, 0.5577], [1.9925, 7.1288, -0.1217], [2.6951, 6.9113, -1.3011], [2.8373, 5.6220, -1.7975], [2.2799, 4.5493, -1.1135], [1.1339, 3.9301, 0.5962], [0.8738, 6.2277, 1.4737], [1.8850, 8.1341, 0.2671], [3.1317, 7.7478, -1.8331], [3.3839, 5.4531, -2.7179], [2.3964, 3.5416, -1.4993]], "forces_ev_per_a": [[-0.106, -0.375, -0.311], [-0.337, 0.754, -0.194], [-0.303, -0.075, -1.182], [0.199, 0.128, -0.806], [0.391, 1.123, -0.303], [0.439, 0.617, -0.812], [0.408, 0.345, -0.583], [1.075, -0.608, -0.402], [-0.185, 0.021, -0.046], [1.191, 0.218, -0.471], [-0.427, 0.710, -1.009], [-0.868, 0.567, 0.835], [-1.500, -0.661, 0.665], [0.745, -1.141, 0.599], [1.230, 0.361, -0.868], [-1.498, -0.229, -0.581], [1.411, 0.129, 0.203], [0.086, 1.380, -0.271], [-0.255, -0.658, -1.349], [0.015, 0.271, 0.756], [0.675, -0.398, 1.978], [1.343, -1.390, 1.097], [-1.460, -1.329, 1.249], [-0.521, 0.270, 0.489], [-1.008, -0.846, -1.357], [0.634, 0.012, 1.171], [-0.186, 1.015, 0.061], [0.338, -0.677, 1.077], [-0.468, 0.328, 0.243], [0.441, 0.114, -0.759], [0.110, 0.903, 0.380], [0.794, -0.495, 0.532], [0.183, -0.412, 0.957], [-0.791, 0.434, 0.077], [-1.007, -0.161, -0.001], [0.187, 0.360, -0.183], [-0.350, 0.421, -0.365], [0.620, -0.559, 0.381], [-0.420, -0.685, 0.758], [-0.043, 1.091, 0.114], [-0.562, -0.237, -0.590], [0.834, -0.059, 0.527], [-0.451, -0.689, -0.372], [-0.749, -0.449, 0.202], [-0.172, 0.031, -0.923], [-0.028, 0.983, 0.098], [0.823, -0.684, 0.110], [-0.473, 0.300, -0.831], [0.040, -0.011, -0.099], [-0.021, -0.002, 0.047], [0.007, -0.043, -0.041], [-0.027, -0.031, 0.046], [0.032, -0.020, -0.047], [-0.075, 0.033, 0.090], [0.009, 0.047, 0.038], [0.036, -0.002, -0.038], [-0.005, -0.047, -0.019], [-0.016, -0.044, 0.022], [-0.023, 0.011, 0.048], [0.033, 0.038, -0.036]]}

(3)
{"formula": "C23H25ClN4O2", "method": "wB97M-V/def2-TZVPD", "e_tot_ev": -46815.077, "orbital_gap_ev": 7.45, "mol_weight_g_mol": 424.932, "e_lumo_ev": 0.298, "multiplicity": 1, "e_homo_ev": -7.154, "species": ["C", "C", "C", "N", "C", "C", "C", "C", "C", "C", "C", "H", "Cl", "H", "H", "H", "O", "C", "N", "C", "C", "H", "H", "C", "C", "O", "N", "H", "C", "C", "C", "C", "C", "N", "C", "H", "H", "H", "H", "H", "H", "C", "C", "H", "H", "H", "H", "H", "H", "H", "H", "H", "H", "H", "H"], "positions_angstrom": [[-4.5485, -1.8198, -1.2115], [-3.1703, -1.7074, -0.5527], [-2.8366, -1.0846, 0.6478], [-1.5969, -1.3812, 0.8362], [-1.1856, -2.0995, -0.3719], [0.1100, -2.3526, -0.4512], [0.4759, -2.7127, -1.6319], [1.8659, -2.8766, -2.1742], [2.7655, -2.8833, -1.1216], [2.4475, -2.6401, 0.2513], [1.0375, -2.0625, 0.5539], [0.6709, -1.9142, 1.4312], [3.5854, -2.8217, 1.4363], [3.8709, -3.0712, -1.1820], [2.1909, -3.1537, -3.1840], [-0.2325, -2.6056, -2.4689], [-2.1500, -2.3327, -1.0631], [-3.8969, -0.5300, 1.7627], [-3.7702, 1.0826, 1.6003], [-2.7418, 1.6949, 2.3171], [-1.5743, 1.7153, 1.1391], [-0.8379, 2.3958, 1.8372], [-1.1655, 0.8227, 1.1101], [-2.0082, 2.4030, 0.0654], [-0.8057, 2.2518, -1.3224], [-0.6753, 1.1243, -1.8068], [0.1946, 2.8211, -1.0526], [0.1809, 3.9117, -0.4039], [1.3688, 2.7667, -1.6182], [2.5620, 2.3784, -0.6837], [2.4047, 1.3882, -0.0179], [3.3530, 0.9504, 0.8233], [4.5098, 1.8641, 1.0603], [4.5977, 2.7782, 0.2721], [3.6341, 3.1266, -0.5707], [3.8673, 4.2925, -1.1237], [5.3076, 1.6393, 1.5689], [3.3105, 0.1236, 1.8450], [1.5089, 0.6852, -0.0627], [1.1624, 2.1209, -2.3502], [1.8051, 3.6364, -2.1095], [-3.3703, 1.7944, -0.4051], [-4.4095, 1.5621, 0.4671], [-4.7043, 2.4706, 0.7319], [-5.2723, 1.1113, -0.0260], [-2.8242, 0.6740, -1.0508], [-3.5307, 2.2135, -1.4298], [-1.9532, 3.2845, 0.0647], [-3.0009, 2.7570, 2.3593], [-2.5343, 1.2040, 3.1639], [-3.5071, -0.7305, 2.6318], [-4.8698, -0.7637, 1.4877], [-4.4439, -1.0396, -2.2147], [-5.3715, -1.7181, -0.5329], [-4.5696, -2.8867, -1.6043]], "forces_ev_per_a": [[3.257, -0.075, -3.537], [-6.025, 1.527, 1.595], [-4.278, -2.043, -0.337], [4.381, -1.681, -1.858], [-1.230, 5.383, 11.418], [4.370, 0.331, 1.940], [4.468, -1.321, -9.630], [-2.163, -0.275, 3.595], [2.184, -0.177, 1.308], [-6.190, 2.790, -1.816], [6.146, -4.681, -5.650], [-1.552, 1.368, 5.692], [1.217, -0.079, 1.276], [-1.120, -0.027, -0.701], [-0.635, 0.412, 0.427], [-0.059, -0.579, 0.606], [-3.238, -1.550, -5.252], [3.374, 5.284, -7.540], [-4.318, -7.448, 4.418], [0.022, 2.413, -7.510], [2.898, 4.165, 10.207], [-0.524, -1.378, -1.993], [1.729, -4.291, -0.747], [-2.932, -10.057, -7.502], [-9.577, -8.878, 2.512], [-1.667, -0.574, -2.087], [4.947, 14.796, 8.194], [-0.809, -4.304, -2.119], [7.401, 1.182, -0.810], [-3.285, 9.743, -9.292], [-3.570, -13.904, 7.613], [3.679, -1.043, 7.363], [-6.783, -6.590, -1.190], [1.811, 7.430, -4.102], [3.773, 5.503, -1.064], [-1.096, -3.874, 1.329], [4.014, -1.489, 3.568], [-0.513, 2.013, -3.890], [0.810, 1.272, -0.284], [0.725, -3.230, -3.227], [-0.956, 0.771, -0.114], [7.159, -1.649, -9.457], [-0.303, -1.279, 0.426], [-2.214, 4.443, 1.162], [0.054, -0.917, 0.757], [-1.765, 2.850, 2.354], [-0.806, 0.504, 0.931], [0.032, 12.991, 0.836], [0.071, 0.111, 1.037], [1.083, -1.497, 3.153], [1.458, -1.530, 4.931], [-1.645, -0.741, 0.032], [-1.163, -2.114, 2.830], [-0.312, 0.657, 0.101], [-0.333, 1.335, 0.096]]}

(4)
{"formula": "C23H25FN3O8PTi", "method": "wB97M-V/def2-TZVPD", "e_tot_ev": -80225.827, "orbital_gap_ev": [7.63, 8.50], "mol_weight_g_mol": 569.305, "e_lumo_ev": [-3.162, -3.332], "total_charge": 1, "multiplicity": 2, "e_homo_ev": [-10.792, -11.828], "species": ["Ti", "C", "C", "C", "C", "C", "C", "C", "F", "C", "C", "C", "O", "C", "C", "N", "C", "C", "O", "O", "H", "H", "H", "H", "H", "H", "H", "H", "H", "H", "H", "O", "N", "N", "O", "C", "C", "C", "C", "C", "C", "H", "H", "H", "H", "H", "C", "O", "P", "O", "C", "O", "C", "H", "H", "H", "H", "H", "H", "H", "H", "H"], "positions_angstrom": [[1.2868, 1.0339, -0.1105], [-5.8050, 1.5662, 1.0767], [-5.4534, 0.1926, 0.5456], [-6.0364, -0.9220, 1.3873], [-5.7338, -2.2713, 0.7696], [-4.2500, -2.4364, 0.5735], [-3.6654, -3.6734, 0.5378], [-2.2816, -3.8108, 0.3867], [-1.7808, -5.0489, 0.3622], [-1.4534, -2.7411, 0.2795], [-2.0252, -1.4574, 0.3064], [-1.1635, -0.2981, 0.1815], [0.0995, -0.4836, 0.0938], [-1.7745, 0.9630, 0.1500], [-3.1499, 1.0294, 0.3155], [-3.9496, -0.0095, 0.4606], [-3.4060, -1.3043, 0.4455], [-1.1155, 2.3225, -0.0040], [-1.6385, 3.3129, 0.4122], [0.0553, 2.3070, -0.6869], [-6.8836, 1.5987, 1.2273], [-5.5631, 2.3749, 0.3895], [-5.3246, 1.7607, 2.0375], [-5.8223, 0.0880, -0.4781], [-7.1108, -0.7565, 1.4617], [-5.6255, -0.8654, 2.4004], [-6.2408, -2.3553, -0.1964], [-6.1061, -3.0825, 1.3945], [-4.2715, -4.5664, 0.6366], [-0.3868, -2.8701, 0.1740], [-3.6035, 2.0080, 0.3337], [1.5473, 1.4079, 1.7930], [2.7240, 1.3907, 2.2951], [3.5841, 1.1297, 1.4209], [3.2208, 0.9742, 0.1498], [5.0136, 1.0453, 1.7516], [5.3997, 1.0172, 3.0779], [6.7553, 0.9442, 3.3542], [7.6852, 0.8969, 2.3214], [7.2595, 0.9203, 1.0029], [5.9037, 0.9953, 0.7019], [4.6734, 1.0508, 3.8767], [7.0820, 0.9205, 4.3851], [8.7410, 0.8395, 2.5493], [7.9803, 0.8816, 0.1972], [5.5575, 1.0117, -0.3199], [2.6133, 2.5488, -3.3406], [2.4546, 1.1348, -3.5706], [1.8768, 0.1469, -2.4780], [0.6396, -0.5648, -3.1843], [-0.5121, 0.2082, -3.5563], [2.9514, -1.0216, -2.5456], [2.8753, -2.1282, -1.6364], [2.3525, 3.0509, -4.2665], [3.6514, 2.7467, -3.0853], [1.9561, 2.8994, -2.5448], [-1.3689, -0.4589, -3.5285], [-0.3772, 0.5929, -4.5652], [-0.6757, 1.0425, -2.8715], [3.8266, -2.6456, -1.6979], [2.0689, -2.7950, -1.9379], [2.7198, -1.7875, -0.6119]], "forces_ev_per_a": [[0.596, 0.400, -0.832], [-0.100, 0.078, 0.081], [0.562, -0.074, -0.124], [-0.042, 0.062, 0.185], [0.094, -0.082, -0.078], [0.150, 0.324, -0.015], [0.044, -0.234, 0.011], [-0.289, -0.186, 0.034], [0.037, -0.012, -0.010], [0.072, 0.167, -0.014], [0.242, 0.054, 0.015], [-0.244, -0.141, -0.091], [-0.325, -0.305, -0.072], [-0.531, 0.361, 0.097], [0.126, 0.141, 0.048], [-0.298, -0.292, -0.033], [-0.555, 0.177, 0.040], [0.471, -0.514, -0.480], [-0.097, 0.239, -0.051], [-0.995, 0.004, 0.511], [0.006, -0.003, 0.010], [0.002, -0.015, -0.013], [-0.009, -0.021, -0.016], [0.014, -0.002, -0.031], [-0.007, -0.060, 0.004], [-0.027, 0.023, -0.014], [-0.004, -0.016, 0.000], [-0.012, 0.003, -0.004], [0.045, 0.007, 0.003], [0.006, 0.050, 0.004], [0.039, 0.010, 0.000], [-0.188, -0.025, 0.629], [0.046, 0.039, 0.150], [1.408, 0.035, 0.012], [0.374, -0.134, 0.365], [-1.047, 0.063, -0.264], [0.169, -0.008, 0.193], [-0.013, -0.001, 0.003], [-0.051, 0.001, 0.039], [-0.074, 0.007, -0.067], [0.360, -0.034, -0.042], [-0.027, 0.005, -0.051], [0.016, 0.002, -0.020], [-0.010, -0.001, -0.008], [-0.010, 0.000, 0.011], [-0.030, 0.003, 0.006], [0.071, -0.163, 0.034], [-0.050, 0.152, -0.142], [0.282, -0.148, 0.087], [-0.252, -0.117, -0.117], [0.046, -0.014, -0.031], [0.090, 0.142, 0.054], [-0.068, -0.014, -0.104], [0.016, 0.017, -0.023], [0.004, 0.052, -0.005], [-0.026, 0.010, 0.033], [-0.006, -0.020, -0.007], [0.000, 0.003, -0.010], [0.006, 0.017, 0.053], [0.018, -0.020, -0.015], [-0.003, -0.030, 0.035], [-0.023, 0.032, 0.040]]}